# C23H40ClN5Sn

A molecular structure, C23H40ClN5Sn in a non-equilibrium geometry (ωB97M-V/def2-TZVPD, the OMol25 dataset).

Atoms and positions in Å:
Sn1 -0.165 0.594 -0.611
Cl1 1.403 2.519 -0.774
C1 -4.202 1.316 -1.962
C2 -2.082 0.844 -1.551
N1 -3.168 1.474 -1.072
H1 -4.172 0.303 -3.941
N2 -2.427 0.285 -2.728
H2 -5.161 1.745 -1.737
C3 -3.277 2.065 0.303
C4 -4.485 2.985 0.368
C5 -3.435 0.932 1.315
H3 -5.435 2.447 0.244
H4 -4.498 3.435 1.370
H5 -4.415 3.803 -0.360
H6 -2.236 3.491 1.515
H7 -1.666 3.464 -0.180
H8 -2.572 0.252 1.305
C6 -2.013 2.844 0.654
H9 -4.344 0.351 1.119
H10 -3.515 1.370 2.318
H11 -1.209 2.171 1.009
C7 -3.734 0.605 -3.009
C8 -1.751 -2.100 -2.875
H12 -2.690 -2.564 -3.190
H13 -0.938 -2.732 -3.262
C9 -1.599 -0.700 -3.482
H14 0.456 -0.494 -4.266
C10 -2.033 -0.773 -4.933
H15 -1.961 0.189 -5.450
H16 -1.677 -2.101 -1.781
H17 0.372 -0.956 -2.600
H18 -3.051 -1.170 -5.024
H19 -1.364 -1.476 -5.450
C11 -0.120 -0.315 -3.354
H20 0.052 0.741 -3.121
C12 3.863 -0.486 3.011
N3 2.529 -0.207 2.708
H21 5.328 -1.625 1.777
N4 3.311 -1.327 1.043
H22 4.295 -0.223 3.963
C13 1.585 0.643 3.487
C14 2.070 0.752 4.918
C15 1.513 2.043 2.883
H23 3.031 1.286 4.963
H24 1.330 1.332 5.488
H25 2.169 -0.233 5.391
H26 -0.527 0.615 3.897
H27 0.205 -1.013 3.755
H28 1.217 1.999 1.827
C16 0.209 0.008 3.354
H29 2.482 2.554 2.955
H30 0.766 2.636 3.436
H31 -0.099 -0.047 2.299
C17 4.359 -1.183 1.953
C18 3.461 -0.808 -1.358
H32 4.402 -0.253 -1.251
H33 3.420 -1.238 -2.371
C19 3.375 -1.929 -0.325
H34 2.005 -2.941 -1.636
C20 4.591 -2.833 -0.405
H35 4.541 -3.619 0.361
H36 2.623 -0.103 -1.247
H37 1.195 -2.118 -0.274
H38 5.524 -2.261 -0.298
H39 4.598 -3.317 -1.392
C21 2.081 -2.699 -0.566
H40 2.092 -3.640 -0.002
C22 2.211 -0.756 1.535
N5 -1.586 -2.408 0.866
C23 -1.054 -1.445 0.449

Results
Charge ... -2
Gap between HOMO and LUMO (spin up / spin down) ... 1.6 / 3.1 eV
2S+1 ... 1
Highest occupied orbital energy (spin up / spin down) ... 2.75 / 1.28 eV



# C23H40N2O3

A single C23H40N2O3 molecule (ωB97M-V/def2-TZVPD, the OMol25 dataset).

Atoms and positions in Å:
C1 -0.614 -4.445 -0.653
C2 0.534 -3.807 -0.498
C3 0.999 -3.219 0.794
O1 1.491 -1.912 0.553
C4 1.742 -1.198 1.753
C5 2.335 0.148 1.369
C6 1.229 0.999 0.762
O2 0.266 1.369 1.420
N1 1.388 1.366 -0.537
C7 1.887 0.516 -1.644
C8 0.529 0.719 -2.353
C9 0.493 1.071 -3.827
C10 -0.948 1.335 -4.268
C11 -1.861 0.166 -3.901
N2 -1.752 -0.133 -2.480
C12 -2.825 0.087 -1.655
O3 -3.905 0.431 -2.111
C13 -2.656 -0.185 -0.162
C14 -2.910 -1.681 0.052
C15 -3.590 0.716 0.658
C16 -3.224 2.185 0.460
C17 -3.518 0.369 2.143
C18 -0.402 -0.460 -2.070
C19 0.258 1.856 -1.342
C20 3.043 0.882 2.543
C21 3.342 2.324 2.125
C22 4.375 0.180 2.825
C23 2.194 0.888 3.816
H1 -0.894 -4.887 -1.600
H2 -1.317 -4.549 0.167
H3 1.224 -3.708 -1.331
H4 0.169 -3.188 1.513
H5 1.799 -3.832 1.233
H6 0.809 -1.058 2.312
H7 2.438 -1.767 2.381
H8 3.098 -0.037 0.608
H9 2.728 0.984 -2.160
H10 2.133 -0.507 -1.360
H11 1.124 1.942 -4.023
H12 0.908 0.237 -4.405
H13 -1.324 2.237 -3.775
H14 -0.993 1.513 -5.344
H15 -2.901 0.388 -4.119
H16 -1.568 -0.726 -4.467
H17 -1.639 0.051 0.162
H18 -2.299 -2.281 -0.623
H19 -2.671 -1.980 1.072
H20 -3.960 -1.915 -0.142
H21 -4.608 0.554 0.295
H22 -2.218 2.377 0.844
H23 -3.266 2.470 -0.593
H24 -3.917 2.830 1.004
H25 -2.486 0.432 2.500
H26 -4.112 1.078 2.724
H27 -3.899 -0.630 2.358
H28 -0.060 -1.332 -2.641
H29 -0.359 -0.741 -1.021
H30 -0.694 1.851 -0.815
H31 0.453 2.855 -1.739
H32 2.425 2.898 1.991
H33 3.939 2.818 2.894
H34 3.906 2.354 1.189
H35 4.239 -0.861 3.122
H36 5.024 0.201 1.946
H37 4.897 0.687 3.639
H38 2.037 -0.123 4.198
H39 2.711 1.454 4.595
H40 1.223 1.345 3.638

Results
SMILES ... C=CCOC[C@@H](C(=O)N1CC2(CCCN(C(=O)[C@H](C)C(C)C)C2)C1)C(C)(C)C
Gap between HOMO and LUMO ... 9.6 eV
2S+1 ... 1
Energy relative to the best compared isomer or geometry (same formula, charge and spin) ... 168.5 kJ/mol
Highest occupied orbital energy ... -8.97 eV



# C23H40N2O3

A single C23H40N2O3 molecule (ωB97M-V/def2-TZVPD, the OMol25 dataset).

Atoms and positions in Å:
C1 -0.418 2.839 5.528
C2 -1.033 2.559 4.390
C3 -0.892 1.245 3.686
O1 -0.336 1.294 2.369
C4 0.227 2.527 1.937
C5 0.660 2.313 0.496
C6 -0.605 2.087 -0.319
O2 -1.485 2.935 -0.394
N1 -0.710 0.906 -0.978
C7 -0.238 -0.431 -0.557
C8 -1.686 -0.948 -0.728
C9 -1.941 -2.219 -1.515
C10 -3.447 -2.456 -1.645
C11 -4.121 -2.449 -0.276
N2 -3.812 -1.219 0.442
C12 -4.797 -0.283 0.630
O3 -5.950 -0.512 0.301
C13 -4.448 0.980 1.417
C14 -4.521 0.601 2.902
C15 -5.391 2.131 1.048
C16 -5.242 2.504 -0.426
C17 -5.115 3.359 1.913
C18 -2.390 -1.016 0.625
C19 -2.003 0.386 -1.443
C20 1.526 3.465 -0.078
C21 1.660 3.273 -1.590
C22 2.923 3.382 0.545
C23 0.930 4.844 0.208
H1 -0.573 3.780 6.040
H2 0.257 2.127 5.990
H3 -1.709 3.288 3.951
H4 -0.262 0.588 4.295
H5 -1.873 0.772 3.592
H6 -0.513 3.329 1.973
H7 1.076 2.802 2.569
H8 1.276 1.410 0.457
H9 0.472 -0.855 -1.270
H10 0.160 -0.472 0.456
H11 -1.475 -2.147 -2.502
H12 -1.475 -3.066 -0.999
H13 -3.893 -1.667 -2.259
H14 -3.643 -3.404 -2.148
H15 -5.200 -2.529 -0.360
H16 -3.752 -3.291 0.321
H17 -3.434 1.318 1.185
H18 -3.929 -0.294 3.111
H19 -4.153 1.405 3.537
H20 -5.554 0.386 3.182
H21 -6.413 1.787 1.222
H22 -4.234 2.879 -0.624
H23 -5.442 1.651 -1.075
H24 -5.948 3.293 -0.691
H25 -4.068 3.666 1.818
H26 -5.733 4.196 1.584
H27 -5.331 3.186 2.967
H28 -1.984 -1.865 1.191
H29 -2.182 -0.121 1.206
H30 -2.855 0.961 -1.086
H31 -2.045 0.305 -2.531
H32 0.699 3.397 -2.092
H33 2.352 4.011 -2.001
H34 2.045 2.278 -1.829
H35 2.901 3.539 1.625
H36 3.386 2.412 0.350
H37 3.566 4.153 0.115
H38 0.906 5.056 1.279
H39 1.550 5.611 -0.262
H40 -0.083 4.924 -0.182

Results
SMILES ... C=CCOC[C@@H](C(=O)N1CC2(CCCN(C(=O)[C@H](C)C(C)C)C2)C1)C(C)(C)C
Gap between HOMO and LUMO ... 9.7 eV
2S+1 ... 1
Energy relative to the best compared isomer or geometry (same formula, charge and spin) ... 185.5 kJ/mol
Highest occupied orbital energy ... -9.04 eV



# C23H41AuN2P3S

A molecular structure, C23H41AuN2P3S in a non-equilibrium geometry (ωB97M-V/def2-TZVPD, the OMol25 dataset).

Atoms and positions in Å:
Au1 0.913 -1.249 0.541
P1 0.288 -1.609 2.729
P2 3.039 -0.359 0.347
P3 0.551 -2.651 -1.198
H1 -6.644 2.637 -4.735
C1 -6.779 1.563 -4.631
C2 -7.362 1.044 -3.514
H2 -7.693 1.698 -2.707
C3 -0.265 -0.258 3.802
C4 1.718 -2.345 3.574
C5 -1.009 -2.871 2.702
C6 3.441 0.653 -1.070
C7 3.526 0.582 1.793
C8 4.110 -1.809 0.299
C9 -1.170 -2.811 -1.692
C10 1.130 -4.221 -0.468
C11 1.545 -2.334 -2.666
H3 -6.482 0.928 -5.460
H4 -7.535 -0.026 -3.404
H5 -1.123 0.241 3.338
H6 0.526 0.487 3.939
H7 -0.566 -0.686 4.768
H8 2.489 -1.581 3.726
H9 2.136 -3.178 2.993
H10 1.348 -2.713 4.537
H11 -1.928 -2.403 2.337
H12 -1.140 -3.222 3.735
H13 -0.736 -3.707 2.049
H14 4.530 0.701 -1.187
H15 3.050 1.664 -0.922
H16 2.995 0.233 -1.973
H17 4.531 0.298 2.100
H18 2.873 0.392 2.635
H19 3.482 1.664 1.605
H20 5.149 -1.466 0.362
H21 3.977 -2.379 -0.626
H22 3.890 -2.487 1.129
H23 -1.292 -3.645 -2.403
H24 -1.510 -1.875 -2.165
H25 -1.785 -3.001 -0.801
H26 1.186 -4.978 -1.259
H27 0.426 -4.524 0.316
H28 2.119 -4.053 -0.023
H29 1.439 -3.192 -3.353
H30 2.609 -2.212 -2.403
H31 1.196 -1.414 -3.162
C12 -2.277 0.997 -1.096
C13 -1.545 1.007 -2.297
C14 -2.235 1.091 -3.498
C15 -3.632 1.145 -3.466
C16 -4.352 1.083 -2.271
C17 -3.672 0.979 -1.076
S1 -1.559 1.111 0.476
H32 -0.502 1.801 0.036
H33 -0.460 0.971 -2.267
H34 -1.708 1.131 -4.457
H35 -4.203 1.248 -4.396
H36 -5.446 1.120 -2.262
H37 -4.176 0.932 -0.109
N1 1.682 3.067 5.390
C18 1.692 3.263 4.239
C19 1.641 3.556 2.833
C20 2.659 4.315 2.203
C21 2.537 4.565 0.839
C22 1.451 4.026 0.146
N2 0.551 3.259 0.744
C23 0.591 3.095 2.057
H38 3.480 4.718 2.792
H39 3.262 5.182 0.304
H40 1.300 4.223 -0.923
H41 -0.274 2.590 2.526

Results
Charge ... +3
Gap between HOMO and LUMO (spin up / spin down) ... 7.6 / 3.9 eV
2S+1 ... 3
Energy relative to the best compared isomer or geometry (same formula, charge and spin) ... 0.0 kJ/mol
Highest occupied orbital energy (spin up / spin down) ... -16.01 / -16.00 eV



In eV, the total energy values for the records above are, in order, -50300.2381 -33623.2565 -33623.0803 -69862.9877.